(1)
# C41H80BBrINO10P

A cluster of 5 separate species, C41H80BBrINO10P in total at a distorted geometry (ωB97M-V with the def2-TZVPD basis set, the Open Molecules 2025 dataset).

Cartesian coordinates (Å):
1 C -6.431 -2.155 -5.238
2 C -5.212 -1.540 -5.971
3 C -4.029 -2.511 -6.089
4 C -2.905 -1.910 -6.979
5 C -1.851 -1.109 -6.172
6 C -0.420 -1.684 -6.345
7 C 0.677 -0.608 -6.212
8 C 1.016 -0.284 -4.737
9 C 2.546 -0.289 -4.489
10 C 3.022 0.593 -3.316
11 C 3.482 2.001 -3.744
12 C 2.342 3.039 -3.840
13 C 2.109 3.812 -2.506
14 C 0.660 3.730 -2.002
15 C 0.554 3.857 -0.471
16 C -0.823 3.429 0.041
17 C -1.060 3.874 1.506
18 C -0.408 2.878 2.485
19 C -1.196 2.585 3.785
20 C -1.738 1.150 3.920
21 P -0.597 -0.032 4.944
22 I -2.367 -1.900 4.473
23 C -1.582 0.479 6.533
24 O -1.038 -0.192 7.675
25 C -1.992 -0.907 8.437
26 B 0.519 -1.174 6.150
27 N 1.717 -0.631 6.758
28 O 0.241 -2.534 6.440
29 C 0.409 -0.563 3.331
30 Br 2.079 0.557 3.196
31 C 0.917 -2.009 3.271
32 C 1.057 -2.464 1.793
33 H -6.603 -1.627 -4.295
34 H -7.341 -2.046 -5.836
35 H -6.284 -3.222 -5.053
36 H -4.870 -0.633 -5.457
37 H -5.524 -1.265 -6.987
38 H -3.622 -2.710 -5.091
39 H -4.376 -3.439 -6.562
40 H -3.379 -1.230 -7.698
41 H -2.440 -2.722 -7.546
42 H -1.843 -0.060 -6.489
43 H -2.101 -1.134 -5.106
44 H -0.331 -2.194 -7.311
45 H -0.269 -2.431 -5.554
46 H 1.577 -1.002 -6.699
47 H 0.369 0.289 -6.761
48 H 0.611 0.691 -4.450
49 H 0.541 -1.015 -4.072
50 H 3.042 0.011 -5.419
51 H 2.831 -1.325 -4.265
52 H 2.243 0.682 -2.548
53 H 3.880 0.093 -2.850
54 H 4.184 2.366 -2.980
55 H 4.067 1.950 -4.672
56 H 2.574 3.742 -4.652
57 H 1.416 2.540 -4.142
58 H 2.812 3.412 -1.768
59 H 2.397 4.850 -2.708
60 H 0.248 2.756 -2.303
61 H 0.056 4.516 -2.475
62 H 0.764 4.903 -0.206
63 H 1.356 3.246 -0.041
64 H -0.861 2.333 -0.019
65 H -1.617 3.807 -0.615
66 H -0.527 4.828 1.602
67 H -2.122 4.048 1.706
68 H -0.206 1.920 1.990
69 H 0.571 3.275 2.781
70 H -2.064 3.263 3.805
71 H -0.608 2.851 4.673
72 H -2.716 1.209 4.414
73 H -1.950 0.711 2.936
74 H 0.321 1.040 5.225
75 H -1.537 1.576 6.638
76 H -2.652 0.242 6.458
77 H -1.432 -1.584 9.097
78 H -2.644 -0.232 9.013
79 H -2.619 -1.544 7.793
80 H 2.153 -1.296 7.399
81 H 2.393 -0.246 6.105
82 H 0.981 -3.084 6.077
83 H -0.102 -0.332 2.392
84 H 1.921 -2.097 3.704
85 H 0.246 -2.729 3.746
86 H 1.372 -3.508 1.710
87 H 0.065 -2.356 1.331
88 H 1.721 -1.783 1.250
89 O -3.352 -1.664 -2.068
90 C -3.632 -2.449 -1.201
91 O -2.729 -2.912 -0.315
92 C -3.331 -3.921 0.529
93 C -4.823 -3.654 0.465
94 C -4.981 -3.093 -0.945
95 H -3.065 -4.903 0.129
96 H -2.939 -3.831 1.538
97 H -5.423 -4.534 0.663
98 H -5.089 -2.888 1.196
99 H -5.131 -3.885 -1.681
100 H -5.778 -2.358 -1.024
101 O 5.947 4.849 -0.603
102 C 5.537 3.887 -0.010
103 O 4.229 3.697 0.258
104 C 4.051 2.517 1.077
105 C 5.297 1.678 0.836
106 C 6.354 2.752 0.578
107 H 3.956 2.831 2.118
108 H 3.137 2.011 0.782
109 H 5.527 1.011 1.663
110 H 5.167 1.069 -0.061
111 H 6.815 3.103 1.503
112 H 7.120 2.425 -0.121
113 O 7.470 4.226 4.380
114 C 7.528 5.273 3.801
115 O 8.254 5.453 2.668
116 C 8.202 6.833 2.263
117 C 6.944 7.395 2.911
118 C 6.859 6.575 4.197
119 H 9.109 7.328 2.617
120 H 8.173 6.878 1.177
121 H 6.988 8.471 3.067
122 H 6.080 7.181 2.280
123 H 7.429 7.024 5.013
124 H 5.835 6.397 4.513
125 O -5.176 -6.577 1.319
126 C -5.352 -7.166 0.292
127 O -5.716 -6.545 -0.862
128 C -5.952 -7.514 -1.897
129 C -5.176 -8.753 -1.469
130 C -5.250 -8.661 0.055
131 H -7.027 -7.698 -1.957
132 H -5.612 -7.106 -2.845
133 H -5.580 -9.675 -1.882
134 H -4.137 -8.667 -1.792
135 H -6.148 -9.135 0.453
136 H -4.370 -9.065 0.546

Cartesian forces (eV/Å) of the 2 atoms listed first:
0.131 0.500 -0.112
-0.145 -0.468 0.102

E_tot = -5655.38626 a.u.
HOMO level = -0.14381 Eh
Spin multiplicity = 1
Net charge = -1
Kohn-Sham gap = 5.7 eV

=====

(2)
# C41H88N12O14P

A cluster of 10 separate species, C41H88N12O14P in total at a distorted geometry (ωB97M-V with the def2-TZVPD basis set, the Open Molecules 2025 dataset).

Cartesian coordinates (Å):
1 C 2.707 -2.552 -2.998
2 C 3.523 -1.317 -2.220
3 C 2.513 -0.100 -1.791
4 N 1.432 -0.477 -0.802
5 C 0.661 0.841 -0.579
6 N 1.384 2.023 0.084
7 N -0.635 1.056 -0.980
8 C -1.422 -0.035 -1.683
9 C -1.158 0.193 -3.316
10 C -1.140 -1.239 -4.121
11 O -2.544 -1.568 -4.506
12 P 2.075 -0.945 0.793
13 O 2.485 -2.505 0.831
14 O 0.713 -0.824 1.928
15 O 3.355 0.066 1.401
16 O 4.731 -0.877 -2.965
17 C 4.389 0.039 -4.063
18 C 4.715 1.640 -3.708
19 C 3.505 2.732 -4.082
20 C 3.750 4.333 -3.706
21 C 5.178 4.734 -2.966
22 C 6.380 3.655 -2.625
23 C 6.137 2.075 -2.996
24 H 2.373 -3.299 -2.129
25 H 3.379 -3.106 -3.783
26 H 1.721 -2.092 -3.430
27 H 3.943 -1.827 -1.226
28 H 1.945 0.324 -2.752
29 H 3.203 0.800 -1.432
30 H 0.883 2.345 0.941
31 H 1.356 2.816 -0.625
32 H -1.067 2.011 -0.808
33 H -2.563 0.148 -1.391
34 H -1.121 -1.117 -1.348
35 H -1.986 0.952 -3.698
36 H -0.089 0.700 -3.462
37 H -0.442 -1.084 -5.070
38 H -0.693 -2.122 -3.491
39 H -3.134 -0.759 -4.423
40 H -0.110 -1.027 1.364
41 H 2.947 0.850 1.882
42 H 5.110 -0.213 -4.980
43 H 3.294 -0.095 -4.490
44 H 2.500 2.347 -4.583
45 H 2.934 5.180 -3.910
46 H 5.350 5.855 -2.663
47 H 7.401 3.934 -2.095
48 H 6.904 1.194 -2.775
49 C -0.252 2.431 -6.432
50 O -0.167 2.197 -5.233
51 N -1.406 2.355 -7.182
52 C -1.421 2.648 -8.600
53 C -2.643 1.971 -6.534
54 H 0.628 2.731 -7.023
55 H -2.109 3.479 -8.782
56 H -1.763 1.761 -9.140
57 H -0.424 2.923 -8.955
58 H -2.864 2.686 -5.736
59 H -2.521 0.977 -6.093
60 H -3.467 1.956 -7.253
61 C -1.302 -1.792 5.041
62 O -2.501 -1.644 5.241
63 N -0.444 -2.529 5.829
64 C 0.966 -2.654 5.522
65 C -0.966 -3.201 7.001
66 H -0.800 -1.325 4.177
67 H 1.203 -3.712 5.374
68 H 1.546 -2.259 6.360
69 H 1.221 -2.099 4.615
70 H -1.747 -3.902 6.691
71 H -1.406 -2.457 7.672
72 H -0.172 -3.742 7.522
73 C 6.336 -5.785 2.252
74 O 6.620 -6.855 2.776
75 N 5.430 -5.612 1.227
76 C 5.151 -4.309 0.661
77 C 4.735 -6.768 0.698
78 H 6.805 -4.842 2.577
79 H 4.088 -4.088 0.791
80 H 5.396 -4.327 -0.405
81 H 5.742 -3.532 1.152
82 H 4.170 -7.243 1.505
83 H 5.471 -7.481 0.316
84 H 4.054 -6.475 -0.105
85 C 2.036 -5.978 -5.609
86 O 2.798 -5.028 -5.732
87 N 0.674 -5.892 -5.414
88 C -0.159 -7.068 -5.278
89 C 0.054 -4.585 -5.342
90 H 2.401 -7.018 -5.648
91 H -0.910 -7.064 -6.073
92 H -0.654 -7.040 -4.303
93 H 0.437 -7.983 -5.352
94 H 0.246 -4.047 -6.275
95 H 0.500 -4.024 -4.515
96 H -1.024 -4.676 -5.185
97 C -1.461 -5.927 0.671
98 O -1.783 -5.699 -0.489
99 N -0.473 -5.269 1.371
100 C -0.154 -5.601 2.744
101 C 0.272 -4.214 0.716
102 H -1.963 -6.709 1.264
103 H -0.306 -4.714 3.366
104 H 0.893 -5.913 2.798
105 H -0.790 -6.411 3.111
106 H -0.424 -3.432 0.397
107 H 0.769 -4.625 -0.168
108 H 1.017 -3.789 1.393
109 C -1.861 4.483 1.236
110 O -1.429 3.644 0.456
111 N -2.412 4.218 2.472
112 C -2.902 5.271 3.336
113 C -2.505 2.844 2.921
114 H -1.840 5.558 0.995
115 H -2.347 5.241 4.279
116 H -3.965 5.104 3.529
117 H -2.770 6.253 2.874
118 H -1.500 2.412 2.954
119 H -3.110 2.276 2.208
120 H -2.961 2.793 3.914
121 C -2.719 8.683 2.033
122 O -3.802 8.396 2.526
123 N -1.846 9.634 2.517
124 C -0.580 9.914 1.872
125 C -2.204 10.377 3.708
126 H -2.348 8.179 1.125
127 H 0.229 9.722 2.583
128 H -0.563 10.965 1.569
129 H -0.440 9.284 0.990
130 H -2.353 9.676 4.534
131 H -3.141 10.912 3.525
132 H -1.417 11.091 3.968
133 C -2.210 -2.491 11.003
134 O -2.100 -3.290 10.082
135 N -1.812 -1.172 10.971
136 C -1.979 -0.290 12.107
137 C -1.207 -0.649 9.763
138 H -2.657 -2.783 11.968
139 H -2.612 0.551 11.811
140 H -0.996 0.078 12.416
141 H -2.446 -0.814 12.946
142 H -1.913 -0.757 8.935
143 H -0.306 -1.228 9.536
144 H -0.945 0.405 9.888
145 C -4.749 1.122 -3.910
146 O -3.598 1.367 -4.246
147 N -5.589 1.988 -3.242
148 C -6.942 1.619 -2.881
149 C -5.106 3.307 -2.891
150 H -5.218 0.148 -4.127
151 H -7.638 2.315 -3.359
152 H -7.047 1.682 -1.794
153 H -7.173 0.601 -3.205
154 H -4.815 3.835 -3.804
155 H -4.227 3.205 -2.248
156 H -5.881 3.875 -2.369

Cartesian forces (eV/Å) of the 2 atoms listed first:
-0.211 0.618 1.321
-0.064 -2.048 0.775

ΔE to the lowest compared entry with this formula, charge and spin = 1414.9 kJ/mol
E_tot = -3666.16590 a.u.
HOMO level = -0.37439 Eh
Spin multiplicity = 1
Net charge = +1
Kohn-Sham gap = 6.2 eV

=====

(3)
# C41H88O16PS7

A cluster of 8 separate species, C41H88O16PS7 in total (ωB97M-V with the def2-TZVPD basis set, the Open Molecules 2025 dataset).

Cartesian coordinates (Å):
1 C -1.874 3.838 -3.492
2 C -2.934 3.206 -2.603
3 O -2.305 2.249 -1.793
4 C -3.212 1.522 -0.933
5 C -2.824 0.061 -0.853
6 P -1.532 -0.315 0.569
7 C -1.039 -2.025 -0.198
8 C 0.224 -2.055 -1.069
9 C 1.473 -2.693 -0.447
10 C 2.225 -1.842 0.592
11 C 2.141 -0.337 0.370
12 C 2.620 0.195 -0.983
13 C 3.833 -0.504 -1.606
14 C 3.898 -0.216 -3.104
15 O 4.532 -1.305 -3.796
16 C 3.779 -1.826 -4.858
17 H -1.390 4.686 -3.009
18 H -1.154 3.074 -3.777
19 H -2.355 4.214 -4.395
20 H -3.689 2.714 -3.229
21 H -3.414 3.973 -1.981
22 H -4.232 1.669 -1.309
23 H -3.151 1.999 0.052
24 H -3.731 -0.534 -0.707
25 H -2.378 -0.200 -1.818
26 H -0.535 0.418 -0.253
27 H -1.873 0.964 1.238
28 H -2.545 -0.996 1.350
29 H -0.527 -0.546 1.659
30 H -0.978 -2.751 0.620
31 H -1.873 -2.345 -0.830
32 H 0.439 -1.052 -1.442
33 H -0.007 -2.658 -1.955
34 H 1.136 -3.607 0.053
35 H 2.149 -3.034 -1.235
36 H 3.281 -2.133 0.583
37 H 1.869 -2.065 1.598
38 H 2.751 0.148 1.141
39 H 1.121 -0.001 0.554
40 H 1.804 0.235 -1.706
41 H 2.917 1.229 -0.834
42 H 4.744 -0.105 -1.159
43 H 3.795 -1.587 -1.527
44 H 4.475 0.685 -3.327
45 H 2.886 -0.103 -3.499
46 H 3.334 -1.038 -5.473
47 H 4.442 -2.404 -5.503
48 H 2.992 -2.500 -4.505
49 C -4.409 -3.569 5.463
50 C -2.978 -3.409 4.922
51 C -3.082 -3.200 3.402
52 S -4.677 -2.434 3.113
53 O -5.514 -3.349 2.370
54 O -4.513 -1.070 2.702
55 C -5.223 -2.448 4.820
56 H -4.441 -3.514 6.548
57 H -4.814 -4.539 5.164
58 H -2.509 -2.538 5.382
59 H -2.352 -4.268 5.147
60 H -2.316 -2.537 3.002
61 H -3.075 -4.143 2.859
62 H -6.299 -2.604 4.846
63 H -4.971 -1.478 5.249
64 C 3.807 6.326 -2.765
65 C 2.620 5.436 -3.167
66 C 3.171 4.035 -3.445
67 S 4.629 3.861 -2.417
68 O 5.790 3.720 -3.267
69 O 4.361 2.907 -1.375
70 C 4.604 5.517 -1.739
71 H 3.477 7.277 -2.353
72 H 4.426 6.535 -3.640
73 H 1.903 5.389 -2.343
74 H 2.099 5.823 -4.036
75 H 2.470 3.249 -3.171
76 H 3.481 3.911 -4.481
77 H 5.625 5.856 -1.589
78 H 4.079 5.466 -0.785
79 C -2.361 2.785 -9.447
80 C -2.056 1.643 -8.466
81 C -2.271 2.184 -7.046
82 S -3.505 3.483 -7.196
83 O -2.898 4.746 -6.859
84 O -4.735 3.064 -6.578
85 C -3.675 3.401 -8.977
86 H -2.433 2.430 -10.474
87 H -1.565 3.532 -9.404
88 H -2.739 0.812 -8.651
89 H -1.042 1.265 -8.587
90 H -2.647 1.431 -6.359
91 H -1.371 2.639 -6.639
92 H -3.859 4.401 -9.362
93 H -4.523 2.752 -9.193
94 C -0.236 -4.685 10.458
95 C -1.657 -4.574 11.028
96 C -2.513 -3.846 9.983
97 S -1.767 -4.210 8.386
98 O -1.263 -2.986 7.821
99 O -2.643 -5.077 7.635
100 C -0.398 -5.169 9.021
101 H 0.380 -5.370 11.039
102 H 0.249 -3.706 10.467
103 H -2.057 -5.574 11.196
104 H -1.671 -4.044 11.979
105 H -3.543 -4.194 9.969
106 H -2.486 -2.766 10.111
107 H 0.474 -4.994 8.394
108 H -0.692 -6.217 8.983
109 C -5.791 -7.557 8.826
110 C -5.250 -8.129 7.508
111 C -3.741 -8.332 7.686
112 S -3.481 -8.627 9.439
113 O -2.711 -7.526 9.963
114 O -3.066 -9.988 9.666
115 C -5.186 -8.412 9.937
116 H -6.879 -7.574 8.861
117 H -5.466 -6.520 8.937
118 H -5.732 -9.086 7.300
119 H -5.455 -7.467 6.669
120 H -3.361 -9.188 7.135
121 H -3.178 -7.437 7.423
122 H -5.213 -7.947 10.919
123 H -5.640 -9.402 9.978
124 C 7.813 -0.656 -3.580
125 C 7.773 0.503 -4.584
126 C 9.024 1.359 -4.345
127 S 10.274 0.244 -3.687
128 O 10.589 0.639 -2.336
129 O 11.328 0.061 -4.655
130 C 9.233 -1.211 -3.634
131 H 7.070 -1.415 -3.814
132 H 7.598 -0.280 -2.578
133 H 7.786 0.105 -5.601
134 H 6.868 1.098 -4.474
135 H 9.411 1.807 -5.256
136 H 8.851 2.130 -3.597
137 H 9.508 -1.814 -2.773
138 H 9.409 -1.768 -4.554
139 C -2.079 7.712 -2.806
140 C -2.106 8.835 -3.854
141 C -0.770 9.587 -3.757
142 S 0.427 8.388 -3.155
143 O 0.887 8.801 -1.853
144 O 1.369 8.098 -4.208
145 C -0.724 7.030 -2.958
146 H -2.894 7.004 -2.948
147 H -2.171 8.135 -1.804
148 H -2.213 8.401 -4.849
149 H -2.945 9.512 -3.699
150 H -0.427 9.964 -4.716
151 H -0.808 10.398 -3.032
152 H -0.431 6.434 -2.096
153 H -0.679 6.426 -3.864

Cartesian forces (eV/Å) of the 2 atoms listed first:
-0.522 0.130 -0.099
0.456 -0.311 0.189

ΔE to the lowest compared entry with this formula, charge and spin = 54.9 kJ/mol
E_tot = -5947.29969 a.u.
HOMO level = -0.11907 Eh
Spin multiplicity = 1
Net charge = -1
Kohn-Sham gap = 4.9 eV